i.
Density functional theory data (wB97M-V/def2-TZVPD) for 2 unconnected molecules or ions with the total composition CH3N5O2.

Cartesian coordinates (Å):
C (0.1543, 0.4354, 0.2325)
H (2.1113, 0.0149, -0.6690)
H (-0.9891, 0.4973, 2.0895)
H (0.4169, -1.7344, -0.2313)
N (1.1217, 1.0774, 0.6907)
N (-1.0166, 0.3032, 1.1666)
N (-1.7924, -0.6029, 0.8742)
N (-1.5428, -0.8165, -0.4107)
N (-0.3911, 0.0133, -1.0511)
O (2.2094, 0.9826, -0.0387)
O (0.6510, -1.1342, -1.3953)

Summary:
HOMO level (eV): -9.5375
Molar mass (g/mol): 117.068

ii.
Density functional theory data (wB97M-V/def2-TZVPD) for a single CH3N5O2 molecule.

Cartesian coordinates (Å):
N (1.7955, -0.2684, -0.0018)
N (0.8578, -1.2672, 0.2594)
C (-0.3659, -0.7992, 0.0344)
N (-1.5774, -1.4738, 0.2824)
N (-2.4707, -0.5869, 0.2345)
O (-1.9067, 0.7166, -0.2736)
N (-0.4933, 0.5819, -0.3180)
O (-0.0249, 1.4165, 0.6828)
H (1.2137, 0.3472, -0.7048)
H (2.5669, -0.8123, -0.4873)
H (0.4050, 2.1456, 0.2921)

Summary:
SMILES: N/N=c1/nnon1O
HOMO level (eV): -9.5197
Molar mass (g/mol): 117.068

The energy of each structure relative to the most stable one, in kJ/mol, is as follows: i 290.1; ii 0.0.

i.
Density functional theory data (wB97M-V/def2-TZVPD) for a single CH4N2O2S molecule.

Cartesian coordinates (Å):
O (-0.2310, 1.4551, -0.1445)
C (-0.0970, 0.2493, -0.0834)
N (-1.2511, -0.5477, 0.0178)
O (-2.4080, 0.1950, 0.0106)
N (1.0639, -0.5239, -0.1234)
S (2.5771, 0.2459, -0.1198)
H (-1.3084, -1.1478, -0.7520)
H (-2.0900, 1.1287, -0.1004)
H (0.9861, -1.5005, 0.0667)
H (2.7584, 0.4458, 1.2284)

Summary:
SMILES: O=C(NO)NS
HOMO level (eV): -9.6622
Molar mass (g/mol): 108.122

ii.
Density functional theory data (wB97M-V/def2-TZVPD) for a single CH4N2O2S molecule.

Cartesian coordinates (Å):
C (0.2117, -0.5684, 0.3396)
N (0.6266, 0.6164, 1.1989)
N (-0.9176, -0.2000, -0.3178)
O (0.1425, -0.4363, -2.6303)
O (1.2092, 1.4927, 0.4878)
S (-0.8931, 0.4066, -1.9844)
H (1.0976, -0.6525, -0.3111)
H (0.1186, -1.4745, 0.9689)
H (0.1467, 0.8595, 2.0885)
H (-1.7422, -0.0435, 0.1601)

Summary:
HOMO level (spin up / spin down) (eV): -8.3825 / -8.6058
Molar mass (g/mol): 108.122

iii.
Density functional theory data (wB97M-V/def2-TZVPD) for 2 unconnected molecules or ions with the total composition CH4N2O2S.

Cartesian coordinates (Å):
C (-0.0817, 1.1553, -0.1153)
N (0.4483, 2.2203, 0.3385)
N (-1.2367, -1.5057, 0.3378)
O (2.0091, -0.5813, 0.3877)
O (1.1049, -0.7163, -1.8352)
S (0.8882, -0.3722, -0.4633)
H (-1.1244, 0.7090, -0.2008)
H (-0.2479, 2.9845, 0.4225)
H (-0.9688, -2.3993, -0.0977)
H (-0.7910, -1.4942, 1.2258)

Summary:
HOMO level (spin up / spin down) (eV): -9.5584 / -10.5560
Molar mass (g/mol): 108.122

The energy of each structure relative to the most stable one, in kJ/mol, is as follows: i 0.0; ii 237.7; iii 273.6.

i.
Density functional theory data (wB97M-V/def2-TZVPD) for a single C19H17N3O3S molecule.

Cartesian coordinates (Å):
O (0.7211, -1.6827, 3.1679)
C (0.3468, -0.9969, 2.2440)
N (-0.9311, -0.8514, 1.8048)
C (-2.0950, -1.4685, 2.2744)
C (-3.2637, -1.2760, 1.5390)
C (-4.4485, -1.8519, 1.9538)
C (-4.4828, -2.6250, 3.1032)
C (-3.3223, -2.8163, 3.8333)
C (-2.1294, -2.2442, 3.4289)
C (1.2659, -0.1699, 1.3807)
C (2.0676, -0.7919, 0.4322)
C (2.7569, -0.0256, -0.4927)
C (2.6573, 1.3489, -0.4317)
S (3.3116, 2.3546, -1.7500)
O (4.2145, 3.3408, -1.2395)
O (3.7414, 1.5072, -2.8271)
N (1.9128, 3.1937, -2.1928)
C (1.1064, 2.5455, -3.2131)
C (0.5504, 1.2603, -2.6689)
C (0.8419, 0.0366, -3.2568)
C (0.3152, -1.1206, -2.7047)
C (-0.4652, -1.0121, -1.5673)
N (-0.7424, 0.1492, -0.9891)
C (-0.2573, 1.2511, -1.5348)
C (1.9460, 1.9829, 0.5683)
C (1.2353, 1.2178, 1.4743)
H (-1.0529, -0.3035, 0.9514)
H (-3.2306, -0.6731, 0.6422)
H (-5.3490, -1.6973, 1.3775)
H (-5.4095, -3.0745, 3.4265)
H (-3.3426, -3.4175, 4.7301)
H (-1.2270, -2.3966, 3.9968)
H (2.1153, -1.8696, 0.3974)
H (3.3411, -0.4720, -1.2818)
H (2.1584, 4.1455, -2.4223)
H (0.2891, 3.2229, -3.4788)
H (1.7026, 2.3300, -4.1093)
H (1.4788, -0.0062, -4.1274)
H (0.5147, -2.0855, -3.1429)
H (-0.8908, -1.8853, -1.0903)
H (-0.5186, 2.1771, -1.0403)
H (1.9300, 3.0604, 0.5950)
H (0.6377, 1.6895, 2.2398)

Summary:
SMILES: O=C(Nc1ccccc1)c1ccc(S(=O)(=O)NCc2cccnc2)cc1
HOMO level (eV): -8.4868
Molar mass (g/mol): 367.430

ii.
Density functional theory data (wB97M-V/def2-TZVPD) for a single C19H17N3O3S molecule.

Cartesian coordinates (Å):
C (-7.0023, -2.1138, -0.6683)
C (-6.1631, -0.8658, -0.4913)
O (-6.5574, 0.2443, -0.7539)
N (-4.9152, -1.1518, -0.0017)
C (-3.8626, -0.2878, 0.2868)
C (-3.9374, 1.0905, 0.0885)
C (-2.8499, 1.8902, 0.3730)
C (-1.6721, 1.3415, 0.8783)
C (-0.4726, 2.1341, 1.1981)
O (0.3562, 1.7760, 2.0009)
C (-0.3272, 3.4558, 0.4479)
S (1.4386, 3.8030, 0.1701)
C (1.7778, 2.3056, -0.6017)
N (0.9096, 1.3948, -0.9214)
N (1.6093, 0.3887, -1.4879)
C (2.8520, 0.7328, -1.4912)
C (4.0116, -0.0706, -1.9400)
C (4.5764, -0.8062, -0.7446)
C (3.7804, -1.7236, -0.0697)
C (4.2716, -2.3910, 1.0371)
C (5.5618, -2.1476, 1.4793)
C (6.3564, -1.2324, 0.8121)
C (5.8642, -0.5601, -0.2943)
O (3.0347, 1.9618, -0.9372)
C (-1.6135, -0.0354, 1.1011)
C (-2.6870, -0.8408, 0.7999)
H (-6.5270, -2.7877, -1.3783)
H (-7.9818, -1.8336, -1.0441)
H (-7.1182, -2.6293, 0.2829)
H (-4.7148, -2.1267, 0.1786)
H (-4.8477, 1.5219, -0.2923)
H (-2.9374, 2.9555, 0.2240)
H (-0.7041, 4.2806, 1.0534)
H (-0.8238, 3.4300, -0.5192)
H (3.6620, -0.7814, -2.6903)
H (4.7647, 0.5884, -2.3732)
H (2.7723, -1.9002, -0.4160)
H (3.6461, -3.1007, 1.5580)
H (5.9450, -2.6679, 2.3445)
H (7.3618, -1.0361, 1.1545)
H (6.4871, 0.1578, -0.8087)
H (-0.7013, -0.4544, 1.4964)
H (-2.6234, -1.9083, 0.9599)

Summary:
SMILES: CC(=O)Nc1ccc(C(=O)CSc2nnc(Cc3ccccc3)o2)cc1
HOMO level (eV): -8.6475
Molar mass (g/mol): 367.430

The energy of each structure relative to the most stable one, in kJ/mol, is as follows: i 0.0; ii 30.4.

i.
Density functional theory data (wB97M-V/def2-TZVPD) for a gas-phase ion, C4H10NO2 (charge +1).

Cartesian coordinates (Å):
C (0.1523, 2.3576, 0.1882)
C (-0.2774, 0.9514, 0.6073)
N (0.7920, -0.0547, 0.1728)
C (0.5435, -1.5203, 0.1061)
C (-0.6610, -2.0347, -0.6508)
O (-0.9525, -3.1766, -0.7579)
O (-1.4463, -1.0277, -1.1392)
H (-0.6058, 2.8205, -0.4146)
H (0.3655, 3.0473, 1.0067)
H (1.0391, 2.3040, -0.4463)
H (-1.2227, 0.6975, 0.1550)
H (-0.3477, 0.7451, 1.6783)
H (1.3721, 0.2387, -0.6268)
H (1.5436, 0.0885, 0.8581)
H (1.4480, -1.9952, -0.2441)
H (0.4071, -1.9377, 1.0990)
H (-2.1498, -1.5037, -1.5919)

Summary:
Net charge: +1
SMILES: CC[NH2+]CC(=O)O
HOMO level (eV): -15.3101
Molar mass (g/mol): 104.129

ii.
Density functional theory data (wB97M-V/def2-TZVPD) for a gas-phase ion, C4H10NO2 (charge +1).

Cartesian coordinates (Å):
C (-2.0336, -0.1104, 0.7412)
N (-0.5034, -0.0034, 0.7084)
C (0.4159, -0.3787, -0.4678)
C (0.1058, 0.4324, -1.6669)
C (1.8093, -0.3443, 0.0029)
O (2.8172, -0.0906, -0.5748)
O (1.7796, -0.1690, 1.4278)
H (-2.2503, 0.0286, 1.8206)
H (-2.1778, -1.1519, 0.5474)
H (-2.3731, 0.5506, -0.0180)
H (-0.5197, 1.0218, 0.6441)
H (0.0558, -0.2249, 1.5870)
H (0.1592, -1.4221, -0.5322)
H (-1.0057, 0.4834, -1.8415)
H (0.5407, 1.4156, -1.6051)
H (0.4944, -0.0510, -2.5421)
H (2.6857, 0.0140, 1.7686)

Summary:
Net charge: +1
SMILES: C[NH2+][C@@H](C)C(=O)O
HOMO level (eV): -15.4624
Molar mass (g/mol): 104.129

The energy of each structure relative to the most stable one, in kJ/mol, is as follows: i 0.0; ii 56.5.

i.
Density functional theory data (wB97M-V/def2-TZVPD) for a single C9H8N2 molecule.

Cartesian coordinates (Å):
C (-3.0924, -0.0379, -0.0800)
C (-2.4056, 1.1258, -0.4380)
C (-0.9537, 1.0727, -0.4259)
C (-0.3162, -0.1743, -0.1387)
C (1.1589, -0.1392, -0.2075)
N (1.9472, -0.8375, -0.9682)
C (3.2371, -0.5107, -0.6037)
C (3.2369, 0.3639, 0.3813)
N (1.8691, 0.5592, 0.7189)
C (-1.0407, -1.2902, 0.2509)
C (-2.4373, -1.1771, 0.2714)
H (-4.0554, 0.0747, -0.2100)
H (-2.8151, 2.1153, -0.6144)
H (-0.4324, 1.9683, -0.8064)
H (4.0195, -0.8209, -1.0565)
H (3.9467, 0.8287, 1.1026)
H (1.7305, 1.3299, 1.6668)
H (-0.5666, -2.1769, 0.5426)
H (-3.0306, -2.2737, 0.6147)

Summary:
SMILES: c1ccc(-c2ncc[nH]2)cc1
HOMO level (eV): -8.8155
Molar mass (g/mol): 144.177

ii.
Density functional theory data (wB97M-V/def2-TZVPD) for a molecular structure, C9H8N2.

Cartesian coordinates (Å):
C (-1.7307, 0.6142, -2.1560)
C (-0.8063, 0.2844, -3.1082)
C (0.4432, -0.1119, -2.6544)
C (-0.1330, 0.0104, -0.4624)
C (-1.4194, 0.4504, -0.7989)
C (0.3311, -0.1030, 0.9967)
C (1.2368, 0.6746, 1.5520)
C (1.2667, 0.2422, 2.9431)
C (0.3529, -0.8134, 3.0017)
H (-3.0089, 0.9978, -2.3077)
H (-1.0629, 0.0809, -4.1921)
H (1.1312, -0.1210, -3.4199)
H (-2.1550, 0.5583, 0.0876)
H (1.6463, 1.4621, 1.3831)
H (1.9209, 0.4883, 3.7288)
H (0.4090, -1.4503, 3.8445)
H (-0.7199, -1.7388, 1.7414)
N (0.8728, -0.1568, -1.3696)
N (-0.2169, -0.9524, 1.8343)

Summary:
HOMO level (eV): -8.1903
Molar mass (g/mol): 144.177

The energy of each structure relative to the most stable one, in kJ/mol, is as follows: i 0.0; ii 85.7.

i.
Density functional theory data (wB97M-V/def2-TZVPD) for a gas-phase ion, C3H8NO2S2 (charge +1).

Cartesian coordinates (Å):
N (-0.0081, 1.3182, 1.1354)
C (0.6846, 0.3032, 0.2165)
C (-0.3680, -0.7039, -0.1922)
S (-0.8819, -1.6692, 1.2540)
S (-2.2200, -2.8525, 0.1983)
C (1.0812, 1.1416, -1.0121)
O (0.9086, 2.3224, -1.0114)
O (1.6153, 0.3901, -1.9572)
H (0.5420, 2.1796, 1.1067)
H (0.0271, 0.9507, 2.0864)
H (-0.9317, 1.5471, 0.7774)
H (1.4645, -0.1309, 0.8392)
H (-1.2133, -0.2103, -0.6799)
H (0.0208, -1.3973, -0.9314)
H (-2.1940, -3.8955, 1.0332)
H (1.4728, 0.7069, -2.8630)

Summary:
Net charge: +1
SMILES: [NH3+][C@@H](CSS)C(=O)O
HOMO level (eV): -12.2112
Molar mass (g/mol): 154.236

ii.
Density functional theory data (wB97M-V/def2-TZVPD) for a molecular structure, C3H8NO2S2.

Cartesian coordinates (Å):
C (1.7306, -0.4961, -0.8303)
C (-0.8778, -0.0239, -0.9960)
C (0.2387, -0.6191, -0.1699)
N (0.2556, -0.0476, 1.2021)
O (2.4460, -1.6272, -0.5474)
O (2.2777, 0.7093, -0.5797)
S (2.0055, -1.4723, -2.2388)
S (-2.2200, 0.7503, 0.0374)
H (-0.5082, 0.8053, -1.4770)
H (-1.3401, -0.7072, -1.5954)
H (0.1502, -1.6605, -0.0192)
H (0.3935, -0.6331, 2.0814)
H (-0.7506, 0.4798, 1.0886)
H (0.8649, 0.8625, 1.1636)
H (3.0904, 0.8657, -1.2151)
H (-3.1080, -0.2496, 0.0972)

Summary:
Net charge: +1
HOMO level (eV): -13.2186
Molar mass (g/mol): 154.236

The energy of each structure relative to the most stable one, in kJ/mol, is as follows: i 0.0; ii 257.9.